# 1
ORCA calculation (the ωB97M-V functional and the def2-TZVPD basis) on a single C15H19BrN4O2S molecule.

Geometry as ORCA input:
```
! RIJCOSX wB97M-V def2-TZVPD def2/J DEFGRID3
* xyz 0 1
C 3.18200 -1.76520 -1.28489
C 3.42360 -2.83751 -0.20067
N 2.13381 -3.48996 0.10960
C 1.67054 -4.48517 -0.84040
C 0.17440 -4.30325 -1.11279
C 1.80449 -3.65564 1.55530
C 1.37252 -2.40318 2.25919
N 0.51053 -1.63740 1.36051
C 0.25242 -0.27643 1.58876
O 0.37211 0.17261 2.70523
C -0.23486 0.66091 0.54403
O -0.38752 0.25974 -0.61584
N -0.59903 1.91928 0.91997
C -1.37521 2.80772 0.19686
N -1.48423 3.95756 0.80071
C -2.37935 4.74774 0.07391
C -2.89449 5.98136 0.51059
C -3.85196 6.69824 -0.25591
C -4.31577 6.14917 -1.45212
Br -5.52132 7.16005 -2.60811
C -3.81243 4.90600 -1.86181
C -2.85484 4.18800 -1.11099
S -2.23950 2.57542 -1.30443
H 2.60684 -0.91824 -0.84943
H 4.16738 -1.45279 -1.66045
H 2.62364 -2.21236 -2.08413
H 4.09860 -3.62545 -0.57699
H 3.92490 -2.35918 0.65125
H 1.88950 -5.47475 -0.43199
H 2.23894 -4.45116 -1.77795
H -0.45499 -4.33811 -0.20104
H -0.17451 -5.06897 -1.80549
H 0.00766 -3.33073 -1.60376
H 0.99949 -4.38773 1.65834
H 2.70082 -4.06450 2.07826
H 0.81461 -2.69000 3.17608
H 2.25290 -1.78941 2.49496
H 0.55827 -1.89203 0.36801
H -0.35311 2.16491 1.85408
H -2.54799 6.40431 1.42578
H -4.21889 7.63383 0.14978
H -4.07998 4.52230 -2.84199
*
```

Computed properties:
HOMO-LUMO gap, eV: 8.29
ΔE to the lowest compared entry with this formula, charge and spin, eV: 0.000
Highest occupied orbital energy, eV: -8.5
SMILES: CCN(CC)CCNC(=O)C(=O)Nc1nc2ccc(Br)cc2s1
Lowest unoccupied orbital energy, eV: -0.166


# 2
ORCA calculation (the ωB97M-V functional and the def2-TZVPD basis) on a molecular structure, C15H19BrN4ORhS4Sb.

Geometry as ORCA input:
```
! RIJCOSX wB97M-V def2-TZVPD def2/J DEFGRID3
* xyz 0 5
Rh 0.31485 -0.68302 -0.19023
S 2.78697 2.39398 2.07226
Sb 2.95373 0.07675 1.84855
S 0.63622 -0.53507 2.23456
S 2.66951 -0.27623 -0.54684
C 0.38603 5.06546 0.79737
C 0.28067 3.95557 -0.20718
C 0.33630 4.17349 -1.57766
C 0.24739 3.10582 -2.45920
C 0.10515 1.84653 -1.91663
Br 0.00821 0.30753 -3.02802
N 0.04420 1.61015 -0.61887
C 0.13281 2.63882 0.21712
H 0.47330 6.03327 0.30741
H 1.26248 4.90626 1.42820
H -0.49071 5.08366 1.44617
H 0.46180 5.17886 -1.96023
H 0.29114 3.23738 -3.53031
H 0.11709 2.38784 1.27475
C -2.13965 -2.56950 2.05845
N -2.44549 -1.16396 2.17513
C -2.55166 -0.50111 3.47078
C -2.49402 0.98992 3.10892
N -2.63218 0.95709 1.65474
C -2.42382 -0.28639 1.17145
S -2.28131 -0.65541 -0.46799
H -1.46237 -2.85533 2.86347
H -1.64045 -2.75030 1.10914
H -3.04690 -3.17602 2.11455
H -1.71971 -0.79628 4.11118
H -3.49080 -0.77679 3.95853
H -1.53759 1.42638 3.40336
H -3.30348 1.56223 3.56104
H -2.38050 1.74708 1.08873
O 0.36933 -2.90453 -0.49227
N 1.10733 -3.22183 -1.52435
C 0.56882 -3.25227 -2.76105
C 1.35053 -3.48721 -3.86754
C 2.71014 -3.72355 -3.71803
C 3.23201 -3.74705 -2.43394
C 2.41444 -3.50178 -1.35427
H -0.48975 -3.04371 -2.80328
H 0.88758 -3.47623 -4.84412
H 3.34546 -3.87601 -4.57843
H 4.27932 -3.94722 -2.26210
H 2.75762 -3.47727 -0.33329
*
```

Computed properties:
<S²>: 6.02
HOMO-LUMO gap (alpha / beta), eV: 6.49 / 5.34
Highest occupied orbital energy (alpha / beta), eV: -6.4 / -7.0
Lowest unoccupied orbital energy (alpha / beta), eV: 0.111 / -1.708


# 3
ORCA calculation (the ωB97M-V functional and the def2-TZVPD basis) on a molecular structure, C15H19Cl3GeNO4PtSSi.

Geometry as ORCA input:
```
! RIJCOSX wB97M-V def2-TZVPD def2/J DEFGRID3
* xyz -2 2
Pt 0.32951 0.47811 -0.01864
C 0.25087 1.67385 -3.01518
O 1.56987 1.38871 -2.50345
C 1.68437 0.89988 -1.28938
C 3.13263 0.79225 -0.91659
H -0.06988 0.84310 -3.64003
H 0.33660 2.58680 -3.60110
H -0.44639 1.81958 -2.19731
H 3.79042 1.00213 -1.76314
H 3.32686 -0.20034 -0.50745
H 3.33716 1.49213 -0.10613
Cl -3.06395 0.46768 -2.46518
Ge -1.59034 -0.86618 -1.29565
Cl -1.08662 -2.24130 -3.08606
Cl -3.15234 -2.22605 -0.32177
C -3.74822 3.45232 3.18692
Si -1.88447 3.48876 3.36413
C -1.46846 2.94172 5.10665
C -1.32711 5.27007 3.18053
C -1.08899 2.45128 2.15321
C -0.55928 1.70312 1.33112
H -4.23803 4.11596 3.90825
H -4.12019 2.43593 3.34146
H -4.03904 3.75729 2.17819
H -1.93880 3.58716 5.85659
H -0.38632 2.95950 5.26092
H -1.80742 1.91546 5.27070
H -1.82206 5.92796 3.90316
H -1.54771 5.63255 2.17272
H -0.24597 5.34208 3.32924
O 4.77475 -2.29238 3.53518
S 4.34827 -2.83133 2.26546
O 5.37874 -3.43467 1.45293
N 3.44985 -1.79570 1.43149
C 2.17939 -2.21137 1.30304
O 1.24833 -1.66263 0.71499
C 1.92556 -3.55036 1.98167
C 0.74042 -4.25366 2.04244
C 0.74405 -5.47325 2.71541
C 1.90870 -5.96113 3.30236
C 3.09656 -5.24414 3.23438
C 3.06882 -4.03444 2.56360
H -0.14916 -3.85173 1.57142
H -0.16913 -6.05209 2.78160
H 1.88796 -6.91464 3.81792
H 4.00826 -5.61584 3.68482
*
```

Computed properties:
<S²>: 0.76
HOMO-LUMO gap (alpha / beta), eV: 6.20 / 6.47
ΔE to the lowest compared entry with this formula, charge and spin, eV: 0.000
Highest occupied orbital energy (alpha / beta), eV: -1.6 / -1.9
Lowest unoccupied orbital energy (alpha / beta), eV: 4.564 / 4.539


# 4
ORCA calculation (the ωB97M-V functional and the def2-TZVPD basis) on a molecular structure, C15H19Cl9O12.

Geometry as ORCA input:
```
! RIJCOSX wB97M-V def2-TZVPD def2/J DEFGRID3
* xyz 0 1
C -5.08731 1.41883 0.72243
Cl -6.17516 2.49642 1.77599
Cl -5.59009 1.28644 -1.03051
Cl -4.91150 -0.21791 1.47891
H -4.17744 2.00968 0.61684
C -1.33683 0.80863 0.37248
Cl -2.94290 1.23516 -0.35060
Cl -0.33407 -0.00371 -0.80969
Cl -1.64217 -0.33712 1.68554
H -0.76231 1.65156 0.75654
C 0.91118 1.66284 2.79873
Cl -0.39394 2.68493 2.21899
Cl 1.20187 0.43091 1.61223
Cl 0.52569 0.85585 4.33300
H 1.80414 2.28484 2.86064
C 2.91342 2.49401 -0.83050
C 2.23518 2.79332 -2.15390
O 0.88996 2.95106 -1.85977
C 0.68836 2.52153 -0.61304
O -0.37028 2.69424 -0.03033
O 1.78999 1.99777 -0.06730
H 3.40947 3.35859 -0.38945
H 3.59642 1.65249 -0.94652
H 2.32926 1.96279 -2.85353
H 2.75150 3.70164 -2.46450
C -1.49154 -2.09973 -1.82043
C -2.48752 -1.98400 -0.64693
O -3.44951 -1.11594 -1.24699
C -2.90760 -0.50642 -2.33516
O -3.43603 0.45411 -2.93946
O -1.71402 -1.02725 -2.67087
H -1.46741 -3.07493 -2.30674
H -0.45967 -2.00721 -1.48166
H -2.07787 -1.58586 0.28139
H -2.85727 -2.96533 -0.34964
C 1.67320 -0.05986 -0.71653
C 2.79318 -0.69862 0.15243
O 3.69496 -1.08434 -0.79049
C 3.58135 -0.39274 -1.88058
O 4.50597 -0.33374 -2.72221
O 2.39195 0.20292 -1.90958
H 1.28728 0.83576 -0.22967
H 0.82307 -0.73494 -0.81471
H 2.36950 -1.60985 0.57464
H 3.08248 -0.06060 0.98750
C 0.09392 -3.10109 2.18090
C 0.37376 -1.61460 2.17819
O 0.97332 -1.42113 0.94166
C 1.13664 -2.61222 0.23266
O 1.53093 -2.71665 -0.92657
O 0.73258 -3.58131 1.00544
H -0.94886 -3.41140 2.11443
H 0.50166 -3.59483 3.06298
H 1.04704 -1.32354 2.98446
H -0.61792 -1.16947 2.25884
*
```

Computed properties:
HOMO-LUMO gap, eV: 8.32
ΔE to the lowest compared entry with this formula, charge and spin, eV: 24.432
Highest occupied orbital energy, eV: -8.4
Lowest unoccupied orbital energy, eV: -0.100